1.
Entry from the Open Molecules 2025 dataset: a 20-piece molecular cluster, C40H130N10O20 overall (ωB97M-V/def2-TZVPD).

XYZ file:
```
200
Properties=species:S:1:pos:R:3:forces:R:3:lowdin_spin:R:1
C -3.430 3.096 -3.618 0.769 0.393 -0.993 0.0091
C -4.400 3.943 -4.457 -0.711 -0.784 2.908 0.1470
C -5.185 3.229 -5.613 -0.311 -1.039 -1.587 0.0868
O -4.319 2.700 -6.597 -0.987 2.097 1.103 0.1155
C -4.008 1.356 -6.415 0.509 -1.254 0.297 0.0100
N -5.300 4.592 -3.516 2.035 0.605 -2.407 0.4994
H -2.529 2.956 -4.215 0.142 -0.086 -0.014 0.0020
H -3.715 2.095 -3.294 -0.602 0.105 -0.092 0.0048
H -3.131 3.654 -2.731 -0.060 -0.018 0.051 0.0008
H -3.892 4.717 -5.032 0.255 0.567 -0.163 0.0615
H -5.886 3.925 -6.074 0.396 0.379 -0.143 0.0025
H -5.825 2.465 -5.171 0.280 -0.383 0.263 0.0116
H -4.832 0.744 -6.782 0.042 -0.230 0.142 0.0048
H -3.800 1.162 -5.363 -0.219 -0.316 0.077 0.0039
H -3.087 1.106 -6.942 -0.168 0.231 -0.238 -0.0002
H -4.803 4.853 -2.676 -0.442 -0.512 0.931 0.0195
H -5.728 5.409 -3.927 -0.915 0.111 0.026 0.0137
C -0.425 7.102 0.074 -2.116 0.797 -1.723 0.0000
C 0.383 6.140 -0.762 1.168 0.145 0.908 0.0000
C 1.332 6.686 -1.862 -0.370 0.611 1.420 0.0000
O 2.139 5.610 -2.334 -0.122 0.106 -0.295 0.0000
C 3.381 6.019 -2.898 0.040 0.296 -0.100 0.0000
N 1.146 5.551 0.321 0.684 -1.297 -0.149 0.0000
H 0.088 7.853 0.674 0.271 -0.025 -0.402 0.0000
H -1.112 6.570 0.732 0.423 -0.347 0.174 0.0000
H -1.125 7.532 -0.643 -0.095 1.040 0.175 0.0000
H -0.316 5.441 -1.221 0.105 -0.377 0.080 0.0000
H 1.963 7.425 -1.368 0.374 0.047 0.188 0.0000
H 0.801 7.271 -2.613 -0.077 -0.541 -0.582 0.0000
H 3.762 5.212 -3.525 -0.178 0.076 -0.105 0.0000
H 4.164 6.252 -2.177 -0.192 -0.203 0.581 0.0000
H 3.276 6.945 -3.465 -0.204 -0.125 -0.398 0.0000
H 1.893 4.939 0.026 0.101 -0.210 -0.078 0.0000
H 1.581 6.310 0.826 0.117 -0.052 0.270 0.0000
C 5.816 1.003 3.099 -0.716 -0.726 0.498 0.0000
C 5.121 0.238 4.274 -0.068 0.869 -1.649 0.0000
C 5.721 0.718 5.550 0.326 -0.924 1.832 0.0000
O 7.095 0.409 5.501 1.023 1.055 -1.335 0.0000
C 7.927 0.705 6.598 -0.177 0.155 -0.221 0.0000
N 3.642 0.475 4.227 1.677 -1.177 0.275 0.0000
H 5.483 2.039 3.150 0.544 0.257 0.105 0.0000
H 5.432 0.634 2.148 0.044 -0.247 -0.130 0.0000
H 6.891 0.830 3.152 -0.042 0.482 -0.130 0.0000
H 5.436 -0.800 4.170 -0.598 -0.297 -0.001 0.0000
H 5.448 0.112 6.414 -1.339 0.089 0.161 0.0000
H 5.460 1.756 5.756 0.328 0.346 -0.069 0.0000
H 7.786 1.664 7.096 -0.856 0.152 0.039 0.0000
H 8.930 0.850 6.199 0.160 -0.794 0.090 0.0000
H 7.804 -0.112 7.310 0.540 0.075 0.347 0.0000
H 3.545 1.473 4.113 -0.338 0.250 0.461 0.0000
H 3.336 0.099 3.341 -0.179 -0.197 -0.252 0.0000
C -3.227 1.811 2.183 -0.287 -0.049 -0.320 0.0000
C -4.065 2.545 3.226 -1.575 -1.669 0.556 0.0000
C -5.516 2.752 2.704 -0.258 0.852 0.287 0.0001
O -6.348 3.118 3.802 -0.286 -0.746 0.753 0.0000
C -7.771 2.985 3.614 1.174 0.708 -0.562 0.0000
N -4.149 1.703 4.467 0.918 0.702 -0.306 0.0001
H -3.150 2.369 1.250 0.274 0.413 0.144 0.0000
H -3.709 0.894 1.846 -0.275 -0.256 0.345 0.0000
H -2.237 1.521 2.537 -0.001 0.363 0.076 0.0000
H -3.622 3.501 3.506 -0.001 -0.025 -0.004 0.0000
H -5.936 1.872 2.216 0.254 -0.464 0.050 0.0000
H -5.570 3.545 1.958 0.187 0.165 -0.233 0.0000
H -8.013 3.903 3.077 -0.877 -0.175 -0.166 0.0000
H -8.318 2.929 4.555 0.494 0.231 0.186 0.0000
H -8.048 2.094 3.050 0.189 -0.053 -0.278 0.0000
H -4.572 0.795 4.338 -0.047 -0.059 -0.532 0.0000
H -4.719 2.167 5.160 -0.026 0.193 -0.032 0.0000
C -1.257 2.117 -1.163 0.647 -0.794 0.724 0.0000
C -0.663 0.706 -1.073 -0.407 0.150 0.523 0.0000
C -0.621 0.193 0.393 1.140 -0.922 -0.431 0.0000
O 0.383 0.865 1.207 -1.043 0.746 -2.982 0.0000
C 0.540 0.350 2.476 -0.296 -0.205 1.165 0.0000
N -1.447 -0.189 -1.938 -0.479 0.157 0.398 0.0001
H -1.209 2.469 -2.193 0.173 0.291 0.191 0.0000
H -0.658 2.676 -0.443 0.020 0.761 -0.522 0.0000
H -2.276 2.134 -0.776 -0.159 -0.103 -0.202 0.0000
H 0.374 0.733 -1.409 0.263 0.170 -0.024 0.0000
H -0.312 -0.849 0.303 0.247 -0.331 0.067 0.0000
H -1.606 0.094 0.848 -0.174 0.737 0.288 0.0000
H -0.392 0.500 3.022 0.024 -0.308 0.440 0.0000
H 1.309 0.918 3.000 -0.047 -0.011 -0.118 0.0000
H 0.818 -0.703 2.450 0.044 -0.181 0.093 0.0000
H -1.262 -1.170 -1.782 0.177 -0.011 0.735 0.0000
H -1.123 -0.104 -2.891 -0.011 0.676 -0.251 0.0000
C -3.384 -3.810 -5.245 -0.287 0.273 -0.217 0.0000
C -2.831 -2.404 -4.918 -2.218 -1.319 0.648 0.0000
C -3.785 -1.609 -3.976 -0.495 -0.286 -1.196 0.0000
O -5.120 -1.480 -4.515 1.296 0.008 0.039 0.0003
C -5.928 -0.692 -3.700 -0.934 0.137 -0.469 0.0003
N -1.590 -2.567 -4.211 0.678 0.746 -0.225 0.0000
H -4.377 -3.830 -5.693 -0.091 0.436 0.040 0.0000
H -3.471 -4.380 -4.321 0.181 -0.066 0.107 0.0000
H -2.755 -4.364 -5.942 0.317 0.138 0.177 0.0000
H -2.711 -1.798 -5.816 0.205 -0.106 -0.114 0.0000
H -3.237 -0.675 -3.855 -0.539 0.700 0.162 0.0000
H -3.916 -2.024 -2.977 0.409 -0.513 0.160 0.0000
H -6.057 -1.052 -2.679 0.426 -0.085 0.200 0.0000
H -6.932 -0.702 -4.126 -0.034 -0.034 -0.171 0.0000
H -5.598 0.347 -3.704 0.233 0.284 0.332 0.0003
H -1.199 -1.636 -4.189 0.670 0.131 -0.107 0.0000
H -1.787 -2.725 -3.233 0.040 -0.645 0.197 0.0000
C 1.728 -4.195 5.993 -0.179 -0.117 -0.227 0.0000
C 2.618 -2.944 5.863 -1.388 -1.580 0.973 0.0000
C 4.034 -3.232 5.535 3.309 -0.662 0.720 0.0000
O 4.773 -3.993 6.584 -1.251 0.165 -1.023 0.0000
C 6.183 -4.041 6.384 -1.032 -0.632 -0.495 0.0000
N 1.996 -2.169 4.796 1.022 0.494 0.252 0.0000
H 1.751 -4.763 5.063 0.523 -0.365 -0.117 0.0000
H 0.679 -3.899 5.997 -0.011 0.390 0.477 0.0000
H 1.904 -4.853 6.844 0.271 0.085 -0.106 0.0000
H 2.619 -2.462 6.840 -0.274 0.542 -0.140 0.0000
H 4.664 -2.353 5.406 -0.499 0.849 0.275 0.0000
H 4.183 -3.669 4.547 -0.384 -0.900 -0.064 0.0000
H 6.429 -4.295 5.353 -0.023 0.619 -0.516 0.0000
H 6.544 -4.951 6.862 0.093 0.446 0.823 0.0000
H 6.632 -3.101 6.706 0.374 -0.175 0.010 0.0000
H 2.699 -1.456 4.667 -0.374 1.325 -0.110 0.0000
H 2.195 -2.714 3.970 -0.381 -0.488 -0.555 0.0000
C -3.014 -7.203 1.440 -0.356 -0.721 1.964 0.0000
C -2.926 -5.716 1.254 0.889 0.308 0.852 0.0000
C -1.884 -5.079 2.280 -2.051 -0.243 -0.933 0.0000
O -2.024 -3.658 2.255 -0.006 -0.676 -0.577 0.0000
C -0.879 -3.015 2.779 0.019 -0.692 -0.428 0.0000
N -2.579 -5.510 -0.157 -0.195 1.569 0.465 0.0000
H -3.471 -7.442 2.401 -0.234 0.033 0.232 0.0000
H -2.029 -7.655 1.554 0.169 -0.096 -0.603 0.0000
H -3.635 -7.729 0.715 0.279 0.172 -0.278 0.0000
H -3.879 -5.235 1.474 -0.097 0.029 -0.204 0.0000
H -0.929 -5.552 2.051 0.759 0.754 -0.345 0.0000
H -2.090 -5.390 3.304 -0.313 -0.368 0.071 0.0000
H -0.090 -3.244 2.063 0.651 0.348 0.134 0.0000
H -0.626 -3.466 3.739 0.193 0.396 0.253 0.0000
H -1.034 -1.937 2.833 -0.141 -0.251 0.165 0.0000
H -3.225 -6.104 -0.657 0.454 -0.040 -0.548 0.0000
H -1.616 -5.772 -0.310 -0.054 -0.489 -0.255 0.0000
C 1.620 -2.560 -2.900 -0.087 -0.503 -1.168 0.0000
C 2.227 -2.398 -4.338 1.075 -0.128 0.322 0.0000
C 3.010 -3.615 -4.882 0.519 0.450 0.321 0.0000
O 3.573 -3.332 -6.198 0.400 -1.142 1.264 0.0000
C 4.506 -4.398 -6.544 -0.170 1.367 -0.731 0.0000
N 1.305 -2.036 -5.382 -1.246 0.296 -0.468 0.0000
H 1.376 -3.614 -2.764 -0.204 -0.090 0.193 0.0000
H 0.696 -1.990 -2.802 0.037 0.021 -0.171 0.0000
H 2.271 -2.257 -2.080 0.349 0.000 -0.319 0.0000
H 2.925 -1.564 -4.265 0.383 -0.030 -0.060 0.0000
H 2.389 -4.502 -5.010 -0.372 -0.062 0.308 0.0000
H 3.786 -3.830 -4.148 0.411 -0.274 -0.137 0.0000
H 4.054 -5.386 -6.618 -0.205 0.019 0.428 0.0000
H 5.390 -4.370 -5.906 -0.204 -0.220 0.376 0.0000
H 4.875 -4.153 -7.540 -0.142 0.061 -0.059 0.0000
H 0.506 -2.651 -5.327 -0.654 -0.054 0.333 0.0000
H 1.733 -2.356 -6.239 0.276 0.465 -0.454 0.0000
C 3.709 -4.177 -0.176 -0.222 -0.078 0.118 0.0000
C 3.724 -3.325 1.067 1.533 0.141 -0.501 0.0000
C 3.426 -1.847 0.813 0.315 0.005 -0.322 0.0000
O 4.141 -1.301 -0.336 -0.738 -1.528 1.152 0.0000
C 3.720 -0.020 -0.776 1.170 -0.841 0.574 0.0000
N 2.926 -3.822 2.170 -1.063 -0.406 0.164 0.0000
H 3.989 -5.164 0.192 0.208 -0.223 -0.616 0.0000
H 4.405 -3.757 -0.902 0.086 -0.351 -0.033 0.0000
H 2.729 -4.248 -0.649 -0.200 0.051 0.037 0.0000
H 4.762 -3.374 1.397 0.179 0.101 0.235 0.0000
H 3.718 -1.337 1.731 -0.192 0.442 -0.014 0.0000
H 2.343 -1.831 0.690 -0.359 0.698 -0.275 0.0000
H 4.282 0.091 -1.704 -0.702 0.182 -0.422 0.0000
H 4.163 0.726 -0.116 -0.527 0.340 0.333 0.0000
H 2.631 -0.001 -0.823 -0.024 0.483 -0.319 0.0000
H 3.214 -4.728 2.512 1.375 0.037 0.341 0.0000
H 2.049 -4.194 1.835 -0.899 0.812 -0.574 0.0000
O -0.116 3.570 2.043 -0.397 -0.234 0.597 0.0000
H -0.303 2.851 1.439 0.099 -0.465 0.103 0.0000
H 0.057 4.321 1.476 0.491 0.698 -0.335 0.0000
O -1.275 1.653 5.312 0.864 0.117 0.013 0.0000
H -1.977 1.905 4.713 -0.583 -0.030 0.087 0.0000
H -1.597 0.859 5.740 -0.165 -0.114 0.083 0.0000
O -1.292 -2.827 -1.196 0.231 -0.035 -0.061 0.0000
H -2.195 -2.996 -0.927 -0.350 -0.430 0.397 0.0000
H -0.790 -3.548 -0.817 0.020 -0.241 0.089 0.0000
O -0.191 0.183 -4.542 -0.699 0.844 0.203 0.0000
H 0.212 1.026 -4.335 0.052 0.504 0.232 0.0000
H 0.478 -0.287 -5.039 0.684 -1.181 -0.555 0.0000
O 1.296 3.018 -3.627 -0.414 -0.469 -0.265 0.0000
H 2.044 2.749 -4.161 0.224 -0.091 -0.193 0.0000
H 1.626 3.746 -3.101 0.084 0.661 0.451 0.0000
O 2.976 3.143 4.056 0.205 0.462 0.241 0.0000
H 2.918 3.045 3.105 -0.061 0.251 -0.684 0.0000
H 2.075 3.306 4.336 -0.371 0.039 0.160 0.0000
O -1.047 5.929 -3.941 -0.518 0.193 -0.013 0.0010
H -1.193 5.086 -3.511 0.178 -0.293 0.167 0.0000
H -0.316 5.771 -4.537 0.289 -0.070 -0.184 0.0000
O -5.607 2.631 -0.473 -0.098 0.914 -0.160 0.0048
H -5.102 1.821 -0.395 0.326 -0.738 -0.015 0.0000
H -6.177 2.487 -1.229 -0.223 -0.183 -0.080 0.0000
O 2.991 2.942 1.093 0.114 0.230 0.067 0.0000
H 2.292 2.408 0.716 -0.554 -0.351 0.061 0.0000
H 3.619 3.055 0.379 0.355 0.006 -0.062 0.0000
O -4.273 0.136 -0.863 -0.749 0.305 0.306 0.0001
H -3.372 0.125 -1.186 1.144 -0.116 -0.535 0.0000
H -4.524 -0.786 -0.820 -0.152 -0.187 0.119 0.0000
```
Forces are in eV/Å.

Calculated values
Total charge   +1
Molar mass   1071.53 g mol⁻¹
Spin multiplicity   2
F_max   3.45 eV Å⁻¹
HOMO (spin up / spin down)   -0.3700 / -0.3700 Ha
Frontier orbital gap (spin up / spin down)   7.45 / 1.81 eV

2.
Entry from the Open Molecules 2025 dataset: C40H26BrCaClF7N2O4PSSb as an isolated structure (ωB97M-V/def2-TZVPD).

XYZ file:
```
85
Properties=species:S:1:pos:R:3:forces:R:3:lowdin_charge:R:1
Ca -0.241 0.931 1.031 4.635 -2.859 -0.030 1.0040
F -4.204 -5.808 1.722 0.083 0.141 0.073 0.1558
C -3.600 -4.661 1.993 0.139 0.256 0.046 -0.1194
C -3.902 -3.959 3.160 0.147 0.154 -0.106 -0.1158
F -4.799 -4.431 4.017 0.132 0.005 -0.147 0.1504
C -3.254 -2.755 3.413 0.061 -0.027 -0.094 -0.2205
F -3.537 -2.104 4.541 -0.210 -0.409 -0.025 0.1206
C -2.319 -2.203 2.536 0.087 0.083 -0.095 -0.3202
P -1.629 -0.523 2.916 -0.987 -1.325 0.980 1.0619
C -3.236 0.280 3.266 -0.041 0.238 -0.049 -0.3712
C -4.203 0.211 2.262 0.146 -0.031 0.074 -0.1132
C -5.416 0.856 2.419 -0.083 -0.024 0.024 -0.0599
C -5.679 1.567 3.580 0.021 -0.024 -0.027 -0.0625
C -4.735 1.607 4.591 -0.063 0.054 0.035 -0.0572
C -3.514 0.972 4.440 0.044 -0.088 -0.193 -0.0704
C -0.869 -0.805 4.549 0.213 0.102 -0.198 -0.3531
C -0.455 0.313 5.274 0.006 -0.165 -0.126 -0.1267
C 0.162 0.148 6.502 -0.001 0.071 0.112 -0.0696
C 0.381 -1.123 7.010 0.020 0.001 -0.045 -0.0618
C 0.011 -2.234 6.273 0.042 -0.073 0.012 -0.0570
C -0.598 -2.079 5.041 -0.004 0.072 -0.098 -0.0843
C -2.038 -2.919 1.374 0.042 -0.214 0.018 -0.5418
Br -0.791 -2.292 0.083 -0.236 0.051 0.207 0.9050
C -2.655 -4.141 1.112 0.057 0.328 0.152 -0.2527
F -2.351 -4.810 0.006 -0.134 -0.130 0.017 0.0901
H -4.005 -0.349 1.354 -0.046 0.059 0.056 0.1066
H -6.160 0.796 1.639 -0.049 0.012 -0.072 0.1108
H -6.621 2.081 3.697 -0.083 0.014 0.025 0.1094
H -4.952 2.129 5.510 -0.004 0.074 0.082 0.1107
H -2.798 0.996 5.247 -0.002 0.029 0.043 0.0954
H -0.619 1.305 4.866 0.017 0.029 0.100 0.0981
H 0.472 1.006 7.077 0.006 0.153 0.029 0.1118
H 0.852 -1.251 7.972 0.046 0.023 0.106 0.1109
H 0.199 -3.225 6.657 0.022 -0.083 0.012 0.1130
H -0.853 -2.953 4.458 -0.057 -0.051 0.054 0.1042
O -1.428 2.427 2.074 0.219 0.673 2.017 -0.4235
Cl -1.957 2.522 0.752 -3.602 3.318 -0.854 0.5633
O -0.901 2.941 -0.101 1.233 0.656 -0.837 -0.3643
O -3.059 3.358 0.678 -1.127 0.856 0.078 -0.1917
O -2.283 1.187 0.353 -1.250 -1.493 -0.713 -0.4625
S 1.122 0.903 -1.318 1.000 -0.059 -0.173 0.5977
C -0.220 0.980 -2.297 -0.042 0.054 -0.565 -0.8018
N -0.204 1.837 -3.376 -0.129 -0.271 0.478 0.0969
C -1.264 1.954 -4.192 -0.531 -0.145 -0.155 -0.0298
C -2.371 1.181 -3.972 0.203 -0.050 0.159 -0.0042
C -2.319 0.292 -2.875 -0.191 0.429 -0.610 -0.0740
N -1.290 0.202 -2.081 0.241 -0.020 0.141 0.0422
H 0.630 2.404 -3.502 -0.180 -0.119 0.034 0.1589
H -1.193 2.671 -4.997 0.062 0.001 -0.025 0.1423
H -3.238 1.242 -4.607 -0.029 0.051 -0.068 0.1147
H -3.150 -0.361 -2.647 -0.146 -0.033 -0.045 0.1304
F 8.871 2.677 3.902 -0.075 0.013 -0.037 0.0738
C 7.813 2.322 3.156 -0.145 -0.041 -0.127 -0.2736
C 7.033 1.255 3.565 0.161 0.096 0.084 0.0015
C 5.956 0.878 2.781 0.019 -0.033 0.016 -0.1259
C 5.668 1.554 1.605 -0.513 -0.251 -0.512 -0.3906
C 6.462 2.629 1.223 -0.064 -0.076 -0.032 -0.1397
C 7.537 3.026 1.997 0.178 0.018 0.207 -0.0041
Sb 4.010 1.040 0.295 0.421 -0.049 0.814 1.4590
C 2.601 2.006 1.653 0.263 -0.378 -0.576 -0.4417
C 2.482 1.579 2.971 0.051 -0.009 0.124 -0.1234
C 1.820 2.352 3.911 -0.121 0.149 0.095 -0.0007
C 1.248 3.547 3.507 0.139 0.053 -0.066 -0.2728
F 0.627 4.312 4.421 0.022 -0.173 -0.177 0.0854
C 1.339 3.993 2.199 -0.028 0.170 0.266 -0.0059
C 2.035 3.222 1.279 -0.006 0.101 0.011 -0.1625
C 3.673 -0.937 1.126 0.029 0.733 -0.376 -0.3962
C 4.725 -1.840 1.237 -0.119 0.056 -0.027 -0.1228
C 4.521 -3.101 1.770 -0.100 -0.223 0.119 0.0106
C 3.246 -3.450 2.183 -0.073 0.230 -0.067 -0.2642
F 3.024 -4.659 2.723 0.096 0.046 -0.046 0.0762
C 2.175 -2.584 2.052 -0.041 -0.173 0.126 -0.0222
C 2.402 -1.331 1.512 -0.022 0.021 0.010 -0.1770
H 7.280 0.730 4.475 0.035 -0.028 0.087 0.1217
H 5.350 0.037 3.090 0.003 -0.053 0.056 0.0900
H 6.240 3.159 0.307 0.070 0.087 -0.068 0.0898
H 8.163 3.857 1.711 0.086 0.077 -0.010 0.1217
H 2.981 0.672 3.290 -0.108 -0.032 0.041 0.1027
H 1.791 2.061 4.949 -0.074 -0.018 0.086 0.1147
H 0.912 4.948 1.933 -0.074 0.047 -0.029 0.1343
H 2.190 3.607 0.277 -0.175 -0.068 -0.007 0.1030
H 5.714 -1.550 0.908 0.090 -0.066 0.059 0.1086
H 5.330 -3.807 1.877 0.058 -0.080 0.002 0.1257
H 1.192 -2.890 2.377 -0.055 -0.084 0.023 0.0957
H 1.558 -0.643 1.395 0.370 -0.355 0.118 0.0129
```
Forces are in eV/Å.

Calculated values
Total charge   +1
Molar mass   1071.88 g mol⁻¹
F_max   5.45 eV Å⁻¹
HOMO   -0.4009 Ha
Frontier orbital gap   7.56 eV
Relative energy (zero: lowest compared OMol25 entry of this formula, charge and spin)   2.201 eV